This record from OMol25 describes an isolated ion of composition C4H12BN2O2 and charge +1 in a non-equilibrium geometry. The level of theory is ωB97M-V with the def2-TZVPD basis set.

Last column: natural (NBO) charge in e.
CARTESIAN COORDINATES (ANGSTROEM)
B  -1.20  -0.65  -2.15  1.04
C  -0.90  0.66  1.49  -0.25
C  0.45  0.21  2.08  -0.21
C  1.93  0.16  -0.06  -0.45
C  -1.03  0.25  -0.90  -0.18
N  -1.22  -0.21  0.35  -0.48
N  1.67  0.74  1.33  -0.55
O  -1.43  -1.98  -1.95  -0.92
O  -1.09  -0.33  -3.47  -0.89
H  -1.56  0.52  2.43  0.25
H  -0.67  1.65  1.24  0.22
H  0.71  0.70  3.04  0.23
H  0.61  -0.91  1.91  0.24
H  2.92  -0.38  -0.16  0.21
H  1.78  0.89  -0.89  0.20
H  -0.87  1.24  -1.16  0.22
H  -1.25  -1.21  0.52  0.43
H  1.70  1.71  1.14  0.43
H  2.40  0.58  2.02  0.42
H  -1.57  -2.67  -2.63  0.52
H  -1.38  -0.97  -4.18  0.52

Results
HOMO energy (alpha / beta)   -12.520 / -10.285 eV
Spin multiplicity   1
Charge   +1
Energy above the lowest of the compared OMol25 structures with the same formula, charge and spin   88.9 kcal per mole

---

This record from OMol25 describes C50H44GeIInN2O5P as an isolated structure. The level of theory is ωB97M-V with the def2-TZVPD basis set.

Last column: Löwdin charge in e.
CARTESIAN COORDINATES (ANGSTROEM)
In  0.24  -0.76  0.32  0.86
C  -0.31  -4.12  4.99  -0.06
O  -0.86  -3.11  4.17  -0.01
C  -0.09  -2.25  3.48  -0.56
O  -0.61  -1.39  2.83  -0.01
N  1.26  -2.41  3.58  0.02
N  2.09  -1.55  2.87  0.06
H  -1.18  -4.65  5.39  0.10
H  0.26  -3.71  5.83  0.10
H  0.30  -4.82  4.42  0.10
H  1.65  -3.02  4.29  0.13
H  2.86  -2.06  2.44  0.06
H  2.47  -0.81  3.45  0.10
I  0.81  3.33  1.66  0.99
C  -0.23  4.19  0.02  -0.58
C  -0.76  5.43  0.22  -0.17
C  -1.60  6.00  -0.76  -0.09
C  -1.97  5.27  -1.84  -0.05
C  -1.46  3.97  -2.05  -0.16
C  -1.91  3.16  -3.12  -0.04
C  -1.37  1.93  -3.33  -0.04
C  -0.26  1.51  -2.59  0.00
C  0.21  2.27  -1.55  -0.28
C  -0.47  3.46  -1.16  -0.15
H  -0.56  5.97  1.13  0.09
H  -1.98  7.00  -0.61  0.11
H  -2.68  5.66  -2.56  0.12
H  -2.70  3.55  -3.75  0.12
H  -1.73  1.29  -4.12  0.11
H  0.25  0.59  -2.83  0.11
O  -1.04  -1.34  -1.85  -0.10
C  -1.70  -2.13  -1.14  -0.79
O  -1.25  -2.81  -0.21  -0.07
C  -3.20  -2.14  -1.31  -0.14
C  -3.95  -2.97  -2.13  -0.02
C  -5.33  -2.92  -2.08  -0.08
C  -5.98  -2.08  -1.19  -0.08
C  -5.24  -1.23  -0.38  -0.09
C  -3.85  -1.23  -0.47  -0.31
P  -2.80  -0.07  0.48  1.13
C  -3.53  1.53  -0.04  -0.33
C  -3.20  2.67  0.69  -0.12
C  -3.75  3.90  0.37  -0.09
C  -4.58  4.01  -0.73  -0.10
C  -4.84  2.91  -1.52  -0.08
C  -4.32  1.67  -1.17  -0.08
C  -3.56  -0.36  2.12  -0.35
C  -4.09  0.61  2.96  -0.08
C  -4.54  0.25  4.22  -0.09
C  -4.45  -1.06  4.65  -0.09
C  -3.93  -2.03  3.81  -0.08
C  -3.49  -1.68  2.55  -0.11
H  -3.45  -3.65  -2.81  0.12
H  -5.91  -3.56  -2.73  0.10
H  -7.06  -2.09  -1.12  0.10
H  -5.74  -0.56  0.30  0.12
H  -2.49  2.59  1.50  0.09
H  -3.54  4.76  0.98  0.11
H  -5.01  4.97  -0.98  0.11
H  -5.46  3.00  -2.40  0.11
H  -4.52  0.82  -1.81  0.11
H  -4.16  1.64  2.65  0.09
H  -4.95  1.01  4.87  0.10
H  -4.78  -1.32  5.64  0.10
H  -3.85  -3.05  4.14  0.10
H  -3.07  -2.43  1.89  0.11
C  4.95  2.02  -4.22  -0.10
C  3.89  1.16  -4.48  -0.09
C  3.47  0.27  -3.50  -0.14
C  4.11  0.22  -2.26  -0.32
C  5.17  1.08  -2.02  -0.13
C  5.60  1.97  -2.99  -0.09
Ge  3.23  -0.85  -0.81  1.03
C  3.35  -2.79  -1.33  -0.32
C  2.71  -3.73  -0.53  -0.14
C  2.66  -5.06  -0.90  -0.09
C  3.24  -5.47  -2.09  -0.09
C  3.87  -4.53  -2.90  -0.09
C  3.91  -3.20  -2.53  -0.11
C  4.33  -0.63  0.86  -0.33
C  5.01  -1.68  1.46  -0.13
C  5.60  -1.53  2.70  -0.10
C  5.51  -0.32  3.38  -0.10
C  4.84  0.74  2.79  -0.09
C  4.25  0.58  1.55  -0.13
H  5.26  2.74  -4.96  0.10
H  3.38  1.20  -5.43  0.10
H  2.63  -0.39  -3.69  0.10
H  5.67  1.04  -1.06  0.10
H  6.42  2.64  -2.79  0.10
H  2.22  -3.40  0.39  0.08
H  2.16  -5.78  -0.27  0.10
H  3.20  -6.50  -2.39  0.10
H  4.30  -4.84  -3.84  0.10
H  4.39  -2.47  -3.17  0.09
H  5.09  -2.63  0.94  0.10
H  6.13  -2.36  3.15  0.10
H  5.97  -0.21  4.35  0.10
H  4.75  1.68  3.31  0.10
H  3.69  1.40  1.12  0.07
C  2.43  2.84  -1.31  -0.11
O  1.40  1.94  -0.93  -0.33
H  2.67  2.72  -2.37  0.10
H  3.30  2.60  -0.71  0.07
H  2.15  3.89  -1.13  0.09

Results
HOMO energy (alpha / beta)   -6.106 / -7.446 eV
Spin multiplicity   2
Charge   0
Energy above the lowest of the compared OMol25 structures with the same formula, charge and spin   28.4 kcal per mole

---

This record from OMol25 describes C52H56N7O2Pt as an isolated structure in a non-equilibrium geometry. The level of theory is ωB97M-V with the def2-TZVPD basis set.

Last column: Löwdin charge in e.
CARTESIAN COORDINATES (ANGSTROEM)
Pt  0.14  0.44  1.58  1.27
C  -4.07  5.15  1.85  -0.08
C  -3.88  4.27  0.60  -0.19
C  -2.53  3.63  0.56  -0.14
C  -1.41  4.07  -0.06  -0.14
C  -1.26  5.30  -0.91  -0.18
C  -1.53  5.02  -2.39  -0.09
C  -0.38  3.09  0.18  -0.24
C  0.88  3.11  -0.40  0.05
C  1.87  2.17  -0.22  -0.23
C  3.18  2.22  -0.83  -0.13
C  3.60  3.23  -1.86  -0.18
C  3.05  2.89  -3.25  -0.08
C  3.89  1.18  -0.32  -0.13
C  3.00  0.47  0.58  -0.23
C  3.34  -0.67  1.30  0.04
C  2.51  -1.37  2.14  -0.24
N  1.23  -1.04  2.46  -0.05
C  0.75  -2.03  3.24  -0.22
C  -0.55  -2.12  3.72  0.06
C  -1.57  -1.23  3.45  -0.22
N  -1.49  -0.16  2.62  -0.05
C  -2.70  0.47  2.67  -0.22
C  -3.02  1.63  1.99  0.06
C  -2.17  2.39  1.22  -0.23
N  -0.86  2.10  0.98  -0.05
C  -3.58  -0.23  3.58  -0.13
C  -2.88  -1.28  4.07  -0.13
C  -3.30  -2.29  5.09  -0.18
C  -2.76  -1.96  6.49  -0.08
C  -4.95  0.24  3.96  -0.18
C  -4.90  1.36  5.01  -0.07
C  1.78  -3.03  3.47  -0.12
C  2.88  -2.62  2.79  -0.12
C  4.20  -3.30  2.66  -0.19
C  5.24  -2.77  3.66  -0.08
C  1.62  -4.24  4.34  -0.18
C  1.74  -3.90  5.83  -0.08
N  1.79  1.09  0.62  -0.04
C  5.31  0.79  -0.61  -0.18
C  5.43  -0.34  -1.64  -0.08
H  -5.08  5.56  1.88  0.07
H  -3.36  5.97  1.85  0.08
H  -3.91  4.57  2.76  0.07
H  -4.01  4.89  -0.29  0.11
H  -4.66  3.50  0.58  0.11
H  -0.25  5.71  -0.80  0.11
H  -1.95  6.07  -0.56  0.11
H  -0.82  4.28  -2.78  0.05
H  -1.43  5.92  -2.99  0.07
H  -2.54  4.63  -2.53  0.07
H  1.11  3.95  -1.05  0.11
H  4.69  3.27  -1.90  0.11
H  3.26  4.22  -1.56  0.11
H  3.41  1.91  -3.58  0.06
H  3.37  3.63  -3.98  0.08
H  1.96  2.87  -3.23  0.05
H  4.35  -1.05  1.17  0.11
H  -0.79  -2.96  4.35  0.11
H  -4.04  1.99  2.10  0.11
H  -2.95  -3.28  4.79  0.11
H  -4.39  -2.33  5.13  0.11
H  -1.67  -1.90  6.48  0.07
H  -3.06  -2.73  7.21  0.07
H  -3.14  -1.00  6.84  0.07
H  -5.52  -0.60  4.36  0.11
H  -5.48  0.60  3.08  0.11
H  -4.43  1.00  5.93  0.07
H  -5.91  1.70  5.26  0.07
H  -4.33  2.21  4.65  0.07
H  4.59  -3.17  1.64  0.10
H  4.07  -4.37  2.82  0.11
H  5.39  -1.70  3.53  0.07
H  6.19  -3.28  3.53  0.07
H  4.90  -2.94  4.68  0.07
H  2.38  -4.97  4.07  0.10
H  0.65  -4.70  4.15  0.11
H  2.74  -3.51  6.05  0.07
H  1.58  -4.79  6.44  0.07
H  1.01  -3.15  6.12  0.07
H  5.80  0.49  0.32  0.11
H  5.85  1.66  -0.98  0.11
H  4.94  -1.25  -1.27  0.05
H  6.48  -0.58  -1.84  0.08
H  4.95  -0.06  -2.58  0.06
C  -4.12  -3.82  -6.06  -0.02
O  -3.52  -2.84  -6.93  -0.02
C  -2.26  -2.51  -6.76  -0.25
C  -1.42  -3.09  -5.79  0.03
C  -0.15  -2.60  -5.62  0.04
C  0.30  -1.53  -6.42  -0.26
C  -0.50  -1.05  -7.48  0.03
C  -1.77  -1.51  -7.62  0.04
N  1.47  -0.88  -6.20  0.16
N  2.11  -1.07  -5.15  0.14
C  1.81  -1.05  -3.89  -0.17
C  2.61  -1.88  -3.02  0.00
C  2.23  -2.11  -1.76  0.06
C  1.01  -1.51  -1.19  -0.32
O  0.64  -1.80  -0.08  0.11
C  0.29  -0.51  -2.03  -0.14
N  -0.76  0.08  -1.49  0.17
C  -1.44  0.96  -2.21  -0.08
C  -1.05  1.36  -3.49  -0.02
C  0.06  0.76  -4.05  0.00
C  0.71  -0.25  -3.34  -0.09
H  -5.16  -3.87  -6.35  0.10
H  -4.05  -3.51  -5.02  0.10
H  -3.65  -4.79  -6.19  0.10
H  -1.75  -3.92  -5.18  0.12
H  0.50  -3.05  -4.88  0.13
H  -0.10  -0.28  -8.13  0.13
H  -2.42  -1.12  -8.39  0.14
H  3.48  -2.37  -3.44  0.13
H  2.77  -2.81  -1.13  0.14
H  -2.33  1.38  -1.75  0.12
H  -1.61  2.11  -4.03  0.11
H  0.42  1.08  -5.02  0.12

Results
HOMO energy (alpha / beta)   -8.402 / -8.402 eV
Spin multiplicity   1
Charge   +1
Energy above the lowest of the compared OMol25 structures with the same formula, charge and spin   22.0 kcal per mole

---

This record from OMol25 describes C10H17InO7 as an isolated structure in a non-equilibrium geometry. The level of theory is ωB97M-V with the def2-TZVPD basis set.

Last column: natural (NBO) charge in e.
CARTESIAN COORDINATES (ANGSTROEM)
In  21.18  3.66  -22.92  1.19
C  17.88  2.82  -20.06  -0.64
C  19.25  3.19  -19.48  -0.14
O  20.07  3.73  -20.28  -0.11
H  17.43  3.65  -20.60  0.26
H  17.21  2.56  -19.23  0.27
H  17.93  1.96  -20.74  0.28
H  19.70  2.38  -18.86  0.28
H  19.08  4.00  -18.68  0.50
C  25.72  1.11  -27.01  -0.64
C  25.55  0.55  -25.58  0.05
C  26.60  1.05  -24.59  -0.09
O  25.87  1.98  -23.74  -0.45
C  24.60  1.97  -24.08  1.02
O  23.76  2.77  -23.71  -0.73
O  24.33  1.09  -25.03  -0.47
H  24.75  1.49  -27.35  0.24
H  26.19  0.39  -27.67  0.24
H  26.40  1.96  -26.99  0.21
H  25.52  -0.53  -25.73  0.22
H  27.42  1.61  -25.03  0.22
H  26.92  0.24  -23.94  0.21
C  23.62  9.81  -21.05  -0.67
C  22.91  8.96  -20.01  0.07
C  21.36  9.13  -19.96  -0.10
O  20.87  7.95  -20.61  -0.47
C  21.89  7.16  -20.95  1.01
O  21.76  6.09  -21.49  -0.71
O  23.01  7.56  -20.38  -0.45
H  24.15  10.62  -20.55  0.25
H  22.90  10.38  -21.65  0.22
H  24.14  9.29  -21.85  0.25
H  23.33  9.08  -19.02  0.22
H  21.10  10.00  -20.56  0.21
H  21.07  9.23  -18.92  0.21

Results
HOMO energy   -15.977 eV
Spin multiplicity   1
Charge   +2
Energy above the lowest of the compared OMol25 structures with the same formula, charge and spin   4.1 kcal per mole

---

Question: Which of these has the lowest energy above the lowest of the compared OMol25 structures with the same formula, charge and spin?
Answer: C10H17InO7

---

Question: Which formula does entry 2 have?
Answer: C50H44GeIInN2O5P

---

Question: Look up the energy above the lowest of the compared OMol25 structures with the same formula, charge and spin of the third one.
Answer: 22.0 kcal per mole